[1]
Density functional theory data (ωB97M-V/def2-TZVPD) for a structure of composition C19H48O23S7 in a non-equilibrium geometry.

Values from the calculation:
HOMO level: -10.248 eV
maximum force: 0.0428 hartree/bohr

ORCA input file:
```
! wB97M-V def2-TZVPD RIJCOSX def2/J DEFGRID3
* xyz 0 1
O -2.6041 -4.1327 -1.3110
S -2.4729 -5.4944 -0.9061
O -1.3964 -5.8779 -0.0779
O -3.7806 -5.9648 -0.1451
C -5.0217 -5.3164 -0.4681
C -6.1077 -6.1266 0.2101
C -2.5666 -6.5738 -2.3135
H -5.1557 -5.3771 -1.5508
H -5.0257 -4.2769 -0.1856
H -5.7417 -6.6378 1.0995
H -6.3887 -6.9570 -0.4467
H -7.0210 -5.5720 0.4081
H -1.5771 -6.6936 -2.7440
H -3.2805 -6.2112 -3.0479
H -2.9222 -7.5246 -1.9236
O 0.5629 1.4744 -4.9672
S 0.8836 0.4379 -4.0613
O 0.5950 -0.8950 -4.4672
O 2.3901 0.4666 -3.6039
C 2.9840 1.7109 -3.1770
C 3.6815 1.4904 -1.8610
C 0.0604 0.7585 -2.5365
H 2.2237 2.4987 -3.1313
H 3.6858 2.0464 -3.9423
H 4.5188 0.8035 -2.0297
H 3.0544 1.0637 -1.0793
H 4.2115 2.3649 -1.4769
H 0.4413 1.6668 -2.0751
H 0.3251 -0.0461 -1.8511
H -0.9909 0.8173 -2.7993
O -0.1931 1.3638 3.1251
S 0.3507 1.2471 1.8099
O 1.4685 0.4215 1.5208
O -0.8453 0.8768 0.8238
C -1.6877 -0.2979 1.1162
C -2.5713 -0.4214 -0.1021
C 0.6018 2.8767 1.1824
H -2.3001 -0.0837 1.9908
H -0.9817 -1.1168 1.2580
H -2.0651 -0.3908 -1.0671
H -3.1662 0.4948 -0.2231
H -3.1887 -1.3097 0.0128
H -0.3177 3.4356 1.2831
H 0.8852 2.7301 0.1399
H 1.4786 3.2680 1.6898
O 3.2581 5.4463 3.4418
S 3.6799 5.2850 2.1039
O 4.2232 4.0582 1.6234
O 2.4643 5.6422 1.1313
C 1.5799 6.6794 1.5543
C 0.4428 6.8355 0.5716
C 4.7834 6.5804 1.6020
H 2.1015 7.6457 1.6404
H 1.2220 6.5752 2.5818
H -0.1092 7.7431 0.8121
H -0.2352 5.9902 0.6766
H 0.8340 6.9443 -0.4374
H 4.3423 7.5269 1.9182
H 4.8397 6.5234 0.5198
H 5.7736 6.5763 2.0488
O 4.2928 -0.9759 1.9872
S 4.1053 -1.3786 3.3307
O 4.8944 -2.4214 3.8844
O 4.3194 -0.1733 4.3763
C 4.1623 1.1372 3.8398
C 3.9351 2.1302 4.9720
C 2.3825 -1.6815 3.7089
H 3.3911 1.2199 3.0717
H 5.0932 1.4455 3.3531
H 4.7950 2.0649 5.6429
H 2.9961 1.9199 5.4865
H 3.9120 3.1572 4.6128
H 1.9607 -2.2085 2.8594
H 1.9027 -0.7180 3.8441
H 2.4186 -2.2264 4.6455
C 1.9736 -3.4314 -2.5461
C 1.0953 -4.5269 -1.9762
O 1.6580 -4.8131 -0.7265
S 1.9447 -3.4260 -0.0008
O 3.1002 -3.6741 0.7600
O 0.7932 -2.8797 0.6050
O 2.2774 -2.6598 -1.3769
H 1.5376 -2.9459 -3.4193
H 2.9128 -3.8201 -2.9529
H 0.8921 -5.3647 -2.6377
H 0.0883 -4.1299 -1.7763
C -6.3052 1.3570 -1.9154
C -6.8224 0.1018 -1.2441
O -5.9859 -0.9525 -1.7719
S -5.2794 -0.4603 -3.1435
O -5.6311 -1.3073 -4.2126
O -3.9114 -0.1550 -2.9778
O -6.0906 0.9334 -3.2472
H -5.3769 1.6690 -1.4327
H -7.0901 2.0942 -1.7685
H -7.8327 -0.1365 -1.5779
H -6.7415 0.1688 -0.1632
*
```



[2]
Density functional theory data (ωB97M-V/def2-TZVPD) for a cluster of 7 separate species, C19H49N2O8S6 in total in a non-equilibrium geometry.

Values from the calculation:
HOMO level: -10.739 eV
maximum force: 0.2208 hartree/bohr

ORCA input file:
```
! wB97M-V def2-TZVPD RIJCOSX def2/J DEFGRID3
* xyz 1 1
C 3.9780 0.6696 -0.2781
C 2.8085 1.2488 -1.3021
N 1.4086 1.1973 -0.7356
C 0.3628 0.6399 -1.7031
C -0.9638 0.2906 -0.7470
O -1.5720 1.6020 -0.4324
C -0.6671 2.4553 0.3523
C 0.8837 2.5041 -0.1863
N 0.9822 3.6838 -1.1355
C 1.9195 4.5872 -0.6243
O 2.9567 5.1747 0.0328
H 5.0250 0.7645 -0.8424
H 3.6826 -0.4610 -0.0724
H 3.9281 1.3450 0.6877
H 3.1710 2.3052 -1.6496
H 2.7992 0.5621 -2.2777
H 1.4379 0.5028 0.0693
H 0.7832 -0.3024 -2.2599
H 0.0567 1.5104 -2.4537
H -1.7025 -0.3421 -1.4239
H -0.6644 -0.3262 0.2193
H -1.0862 3.5679 0.2400
H -0.6880 2.2392 1.5202
H 1.5552 2.7891 0.7582
C -2.6018 -1.7516 -3.8944
S -1.0806 -1.9227 -4.8592
O 0.0115 -1.2231 -4.1065
C -1.5898 -0.8356 -6.2137
H -2.4921 -2.3259 -2.9707
H -2.7735 -0.7009 -3.6473
H -3.4452 -2.1464 -4.4655
H -1.8228 0.1596 -5.8276
H -2.4649 -1.2591 -6.7124
H -0.7660 -0.7640 -6.9274
C -1.4336 6.0288 3.4445
S -1.8860 4.5531 2.5003
O -2.1111 4.9783 1.0800
C -3.5113 4.3279 3.2643
H -0.4542 6.3724 3.1013
H -2.1704 6.8194 3.2816
H -1.3759 5.7815 4.5071
H -4.1229 5.2204 3.1129
H -3.3887 4.1337 4.3326
H -3.9980 3.4704 2.7944
C 5.0704 -2.2341 -5.2234
S 4.9116 -0.7333 -4.2252
O 4.1664 -1.0994 -2.9765
C 3.7469 0.1069 -5.3267
H 5.7331 -2.9288 -4.7008
H 4.0916 -2.7013 -5.3573
H 5.5043 -1.9849 -6.1946
H 2.8481 -0.5008 -5.4548
H 4.2221 0.2829 -6.2947
H 3.4761 1.0648 -4.8772
C -0.4559 -1.4546 4.9054
S 0.7943 -1.0175 3.6725
O 0.1654 -0.0479 2.7171
C 0.8342 -2.6339 2.8591
H -0.6688 -0.5697 5.5110
H -1.3735 -1.7815 4.4100
H -0.0734 -2.2487 5.5508
H -0.1606 -2.8903 2.4871
H 1.1764 -3.3912 3.5684
H 1.5325 -2.5815 2.0208
C 2.2813 -2.8836 -1.4153
S 0.7130 -3.6995 -1.8013
O -0.0770 -3.7822 -0.5293
C 1.4199 -5.3370 -2.1094
H 2.0742 -1.8432 -1.1515
H 2.7650 -3.3803 -0.5706
H 2.9340 -2.9096 -2.2910
H 1.9557 -5.6861 -1.2235
H 2.0996 -5.2863 -2.9634
H 0.6049 -6.0279 -2.3362
C -5.6222 -1.1690 7.2451
S -4.1010 -1.3401 6.2803
O -3.0089 -0.6405 7.0330
C -4.6102 -0.2530 4.9258
H -5.5125 -1.7433 8.1688
H -5.7940 -0.1183 7.4922
H -6.4656 -1.5638 6.6740
H -4.8432 0.7422 5.3120
H -5.4853 -0.6765 4.4271
H -3.7865 -0.1814 4.2121
*
```



[3]
Density functional theory data (ωB97M-V/def2-TZVPD) for a cluster of 10 separate species, C19H51N7O17 in total in a non-equilibrium geometry.

Values from the calculation:
HOMO level: -9.508 eV
SMILES string: C[N+](=O)[O-].C[N+](=O)[O-].C[N+](=O)[O-].C[N+](=O)[O-].C[N+](=O)[O-].C[N+](=O)[O-].C[N+](=O)[O-].CCOCC.CCOCC.CCOCC
maximum force: 0.0266 hartree/bohr

ORCA input file:
```
! wB97M-V def2-TZVPD RIJCOSX def2/J DEFGRID3
* xyz 0 1
C 5.2242 6.2141 -1.7280
N 3.8320 5.9341 -1.2549
O 2.9234 6.5698 -1.7470
O 3.6870 5.0485 -0.4465
H 5.5011 5.3412 -2.3178
H 5.8252 6.1159 -0.8258
H 5.2609 7.1694 -2.2271
C 4.2916 14.1532 -2.0073
N 5.4415 13.2456 -1.7640
O 5.3032 12.3665 -0.9417
O 6.4460 13.4491 -2.4016
H 4.6848 15.0522 -2.4689
H 3.8095 14.3462 -1.0623
H 3.6685 13.6612 -2.7499
C 2.1296 9.8559 0.8433
N 2.8043 8.5566 1.0851
O 2.0958 7.5911 1.2667
O 4.0300 8.5384 1.0844
H 1.2067 9.8583 1.4054
H 1.8750 9.8726 -0.2115
H 2.8403 10.6524 1.0192
C -0.7814 13.5787 -0.3052
N 0.5317 13.3160 -0.9601
O 1.0768 14.2034 -1.5698
O 0.9475 12.1877 -0.8777
H -1.4397 12.7554 -0.5504
H -1.1820 14.5248 -0.6495
H -0.5876 13.6109 0.7640
C 2.0701 5.0822 -7.0796
N 2.7508 5.3176 -5.7767
O 2.2668 6.1328 -5.0332
O 3.7546 4.6800 -5.5656
H 2.2207 4.0482 -7.3544
H 2.5677 5.7333 -7.7960
H 1.0293 5.3518 -6.9645
C -0.5146 8.1043 -3.2960
N -1.1587 8.9859 -2.2879
O -0.4240 9.6049 -1.5219
O -2.3718 9.0580 -2.2900
H -1.3098 7.5621 -3.7991
H 0.1072 7.3927 -2.7692
H 0.0310 8.7276 -3.9923
C 8.4577 6.6991 -8.2504
N 8.4914 6.7975 -9.7489
O 7.9101 7.7333 -10.2667
O 9.0876 5.9304 -10.3511
H 8.4784 7.7107 -7.8615
H 9.3968 6.2237 -7.9747
H 7.6104 6.1121 -7.9280
C 5.4146 11.3412 -7.8002
C 6.7957 10.8159 -7.4934
O 7.2516 11.4562 -6.3221
C 8.5351 11.0457 -5.9507
C 8.8931 11.7348 -4.6655
H 4.7560 11.1363 -6.9531
H 5.4684 12.4226 -7.9191
H 4.9913 10.8799 -8.6893
H 6.8089 9.7213 -7.3430
H 7.4867 11.0105 -8.3312
H 8.5461 9.9467 -5.8544
H 9.2356 11.3104 -6.7563
H 9.9066 11.4641 -4.3565
H 8.2296 11.4737 -3.8395
H 8.8539 12.8162 -4.7964
C 9.6988 5.9121 -0.4877
C 8.7500 6.5804 -1.4582
O 8.0947 7.6307 -0.7805
C 7.7760 8.7517 -1.5640
C 7.7462 9.9811 -0.6598
H 10.0967 4.9924 -0.9176
H 10.5430 6.5665 -0.2691
H 9.1697 5.6902 0.4378
H 9.3034 7.0065 -2.3064
H 8.0469 5.8341 -1.8571
H 8.5202 8.9202 -2.3548
H 6.7901 8.6587 -2.0326
H 7.9858 10.8818 -1.2312
H 8.5520 9.9034 0.0717
H 6.7874 10.0782 -0.1616
C 6.0855 7.3848 -5.0572
C 5.6791 8.8261 -4.8311
O 4.8203 8.8767 -3.7352
C 4.3814 10.1760 -3.4395
C 3.5094 10.1000 -2.2194
H 6.4891 7.2362 -6.0599
H 6.8179 7.0692 -4.3102
H 5.2368 6.7012 -4.9688
H 6.5815 9.4339 -4.6664
H 5.1822 9.2189 -5.7288
H 5.2757 10.7876 -3.2260
H 3.8989 10.6681 -4.2989
H 4.1489 9.8478 -1.3692
H 2.6731 9.4178 -2.3484
H 3.1043 11.0763 -1.9416
*
```



[4]
Density functional theory data (ωB97M-V/def2-TZVPD) for a structure of composition C19H51NNbO6 in a non-equilibrium geometry.

Values from the calculation:
HOMO level: -4.518 eV
maximum force: 0.0562 hartree/bohr

ORCA input file:
```
! wB97M-V def2-TZVPD RIJCOSX def2/J DEFGRID3
* xyz -1 1
C -2.3400 1.1650 0.8385
O -1.5882 1.5599 -0.2897
C -1.2812 0.4708 -1.1501
C 0.0884 -0.1640 -0.9285
C 1.1697 0.8036 -0.3698
Nb 1.7108 0.3203 1.7851
C 0.9099 2.2705 2.6759
C 1.6445 3.5684 2.2568
C 1.0815 4.2482 1.0388
N -0.2775 4.1921 0.7810
O 1.8014 4.8170 0.2897
H -2.2987 1.9801 1.5436
H -3.3926 1.0155 0.5993
H -1.9107 0.2929 1.3049
H -2.0503 -0.2922 -1.0743
H -1.3074 0.8438 -2.1633
H 0.4262 -0.4724 -1.9145
H 0.0366 -1.0716 -0.3547
H 0.8498 1.8284 -0.5239
H 2.0834 0.6803 -0.9353
H 3.3588 1.1333 1.5920
H 2.1555 -0.3244 3.4466
H 0.0781 -0.5101 2.0067
H 2.4748 -1.2263 1.1238
H -0.1614 2.3553 2.5611
H 1.0627 2.1617 3.7480
H 1.5730 4.2924 3.0677
H 2.6815 3.3812 2.0541
H -0.4813 3.7165 -0.0865
H -0.8047 3.7810 1.5382
C 7.4492 -1.6699 2.7593
C 5.9730 -1.5932 3.1287
C 5.7790 -1.3962 4.6240
O 5.3147 -2.7826 2.7110
H 7.9251 -2.5218 3.2562
H 7.5645 -1.8152 1.6842
H 7.9798 -0.7596 3.0473
H 5.5024 -0.7684 2.5920
H 6.2036 -2.2392 5.1801
H 4.7161 -1.3493 4.8612
H 6.2558 -0.4762 4.9698
H 5.7154 -3.5280 3.1778
C -6.4630 -0.3077 -2.0614
C -5.0002 0.0150 -2.3303
C -4.7231 1.5018 -2.2119
O -4.6402 -0.4392 -3.6349
H -7.1048 0.1949 -2.7909
H -6.6410 -1.3798 -2.1557
H -6.7614 0.0087 -1.0601
H -4.3726 -0.5269 -1.6223
H -5.3140 2.0588 -2.9424
H -3.6722 1.7151 -2.4098
H -4.9670 1.8730 -1.2147
H -5.1879 0.0392 -4.2702
C -6.6489 4.7780 -6.4460
C -7.2086 3.7606 -5.4631
C -7.6777 4.4292 -4.1794
O -6.2213 2.7748 -5.1654
H -5.7835 5.2893 -6.0164
H -6.3135 4.2836 -7.3583
H -7.3972 5.5272 -6.7099
H -8.0416 3.2278 -5.9236
H -6.8433 4.9296 -3.6810
H -8.0723 3.6874 -3.4841
H -8.4550 5.1688 -4.3789
H -5.4702 3.2221 -4.7562
C 4.2077 -7.2399 2.0278
C 5.3729 -6.2645 2.0732
C 6.6935 -6.9606 1.7786
O 5.4283 -5.6336 3.3522
H 4.3322 -8.0229 2.7826
H 3.2722 -6.7244 2.2447
H 4.1264 -7.7136 1.0483
H 5.2099 -5.4660 1.3496
H 6.8949 -7.7350 2.5253
H 7.5180 -6.2477 1.8194
H 6.6838 -7.4263 0.7919
H 5.5692 -6.3145 4.0202
*
```



[5]
Density functional theory data (ωB97M-V/def2-TZVPD) for a structure of composition C19H52BeNO21S6 in a non-equilibrium geometry.

Values from the calculation:
HOMO level: -12.227 eV
maximum force: 0.1131 hartree/bohr

ORCA input file:
```
! wB97M-V def2-TZVPD RIJCOSX def2/J DEFGRID3
* xyz 1 1
Be -2.9690 0.4167 2.7328
N -3.7317 -1.2591 -1.1955
H -2.9393 -0.5828 -1.2320
H -3.8734 -1.5317 -0.2232
H -3.5185 -2.1361 -1.6718
H -4.6131 -0.9070 -1.5680
C -1.4070 0.4729 0.2884
O -2.4351 1.2644 0.4735
O -1.2744 -0.0916 -0.8291
O -0.8782 0.1402 1.3970
O -0.5090 -5.2675 -1.2127
S 0.3714 -4.7302 -0.1878
O 0.4443 -5.3407 1.1042
O 1.8941 -4.6867 -0.7516
C 2.6406 -5.8983 -0.7117
C 2.2653 -6.9141 -1.8108
C 0.1714 -2.9509 -0.0398
H 2.5668 -6.4093 0.2511
H 3.6680 -5.5371 -0.7723
H 2.6950 -7.8759 -1.5420
H 2.6322 -6.5690 -2.7757
H 1.1776 -6.9278 -1.8057
H 0.8473 -2.6208 0.7447
H -0.8218 -2.8323 0.3954
H 0.2725 -2.5028 -1.0216
O -1.0000 4.2441 4.6463
S -1.1488 3.6677 3.3612
O -2.1358 2.6130 3.1763
O -1.5655 4.8428 2.3193
C -2.1607 4.4959 1.0498
C -3.4041 5.3760 0.8795
C 0.5546 3.2299 2.8110
H -2.2828 3.4173 0.9520
H -1.4021 4.7027 0.2872
H -3.7270 5.2212 -0.1518
H -3.3173 6.4156 1.1776
H -4.2205 4.9549 1.4719
H 0.5189 2.3512 2.1729
H 1.0541 3.1710 3.7748
H 0.9213 4.1110 2.2879
O -2.1869 0.5058 -5.9621
S -2.7832 -0.3671 -4.9855
O -3.6189 0.0444 -3.8759
O -3.6295 -1.5650 -5.7776
C -3.3750 -1.7351 -7.1804
C -3.1610 -3.2407 -7.3334
C -1.4833 -1.4764 -4.2802
H -2.5037 -1.1866 -7.5336
H -4.2333 -1.4827 -7.8014
H -2.9071 -3.5310 -8.3580
H -4.1059 -3.7484 -7.1387
H -2.3462 -3.7092 -6.7810
H -0.8961 -1.8866 -5.0954
H -2.0530 -2.2604 -3.7838
H -0.9363 -0.9123 -3.5271
O 3.4474 -2.6179 1.1199
S 3.8202 -1.2347 1.2538
O 3.9921 -0.5235 2.4968
O 5.1746 -1.0732 0.3813
C 6.1688 -0.1264 0.7580
C 7.2407 -0.8440 1.5875
C 2.6710 -0.1861 0.2954
H 5.7340 0.7514 1.2340
H 6.7288 0.2095 -0.1155
H 8.1265 -0.3058 1.9157
H 7.5518 -1.7214 1.0159
H 6.7970 -1.3108 2.4716
H 1.6497 -0.4753 0.5479
H 2.9311 -0.2553 -0.7561
H 2.7484 0.8210 0.7027
O -0.4736 -1.4169 6.0639
S -0.2521 -0.4065 5.0719
O -1.4218 0.2939 4.5319
O 0.8103 0.6694 5.7222
C 0.4181 1.1807 6.9945
C 0.6332 2.6981 7.0724
C 0.7951 -1.0484 3.8016
H 1.0093 0.7649 7.8131
H -0.6120 0.9476 7.2686
H 0.7094 3.0509 8.0978
H -0.1771 3.2039 6.5494
H 1.5306 2.9988 6.5280
H 1.0619 -0.3393 3.0246
H 0.0618 -1.7734 3.4310
H 1.6471 -1.5967 4.1929
O 1.3063 3.3796 -3.3095
S 0.7869 3.8958 -2.0737
O 1.2382 5.1826 -1.6264
O -0.7943 3.8860 -2.2618
C -1.4319 2.7517 -2.8534
C -2.8504 2.6931 -2.2873
C 0.9726 2.6848 -0.7599
H -0.9389 1.7883 -2.6997
H -1.3976 2.9571 -3.9234
H -2.8335 2.9629 -1.2326
H -3.4016 1.7711 -2.4353
H -3.4260 3.4452 -2.8316
H 1.9165 2.9535 -0.2887
H 1.0827 1.7043 -1.2229
H 0.1075 2.6245 -0.1038
*
```